A cluster of 2 separate species, C10H13BO2 in total in a non-equilibrium geometry. Source: the Open Molecules 2025 dataset; level of theory: ωB97M-V with the def2-TZVPD basis set.

## Properties
ΔE to the lowest compared entry with this formula, charge and spin: 15.8 kcal/mol
2S+1: 1
HOMO level: -8.7 eV
Orbital gap: 9.409 eV
Structure (SMILES): C#Cc1ccccc1.COBOC
Maximum force: 5.4 eV/Å
Total charge: 0
Electronic energy: -564.0489 a.u.

Geometry as XYZ:
```
26
Properties=species:S:1:pos:R:3:forces:R:3:mulliken_charge:R:1
C -3.5132 1.3716 0.7034 -0.97 3.33 -1.82 -0.144
C -2.4870 0.8956 0.2654 0.12 -1.74 1.66 -1.278
C -1.8445 -0.3618 0.1298 0.36 -1.02 -2.18 1.486
C -1.6718 -1.2706 1.1545 0.30 -1.79 -0.63 -0.665
C -1.3531 -2.6348 0.8820 0.49 0.20 1.24 -0.145
C -1.1451 -3.1644 -0.3937 -0.28 2.16 1.79 -0.808
C -1.2994 -2.1950 -1.3625 0.06 -0.06 -3.21 -0.195
C -1.6630 -0.8516 -1.1778 0.80 -0.74 -0.63 -0.310
H -4.1248 2.1973 0.2899 -0.17 -0.79 1.28 0.289
H -1.8417 -0.9837 2.1603 -0.08 0.28 0.78 0.475
H -1.1651 -3.2926 1.7495 -0.34 0.44 -0.40 0.300
H -0.7903 -4.1703 -0.4920 -0.13 -0.26 -0.50 0.435
H -1.1540 -2.4984 -2.4391 -0.11 0.32 1.16 0.235
H -1.7144 -0.2367 -2.1207 -0.16 -0.45 1.47 0.311
C 2.5029 2.8785 1.5853 0.17 -2.89 -2.92 -0.537
O 1.8631 3.1756 0.2537 4.79 0.44 2.50 -0.511
B 0.9986 2.3834 -0.2765 -4.53 -0.48 -1.22 0.476
O 0.5600 1.0733 -0.0816 2.87 -0.75 0.87 -0.131
C 1.6231 0.1048 0.4553 -0.29 0.71 -1.93 -0.958
H 1.6764 3.2247 2.0784 -0.90 1.16 2.91 0.319
H 3.4950 3.2774 1.6406 0.04 0.94 0.19 0.235
H 2.6218 1.7575 1.7419 -0.28 1.66 0.00 0.215
H 0.2482 3.2201 -0.7746 -0.36 -1.28 -0.96 -0.162
H 1.7703 -0.7494 -0.2838 -0.92 0.85 1.23 0.227
H 1.4772 -0.1688 1.5116 -0.49 -0.12 -0.66 0.320
H 2.5753 0.6296 0.3933 0.03 -0.13 -0.03 0.521
```
Positions in Å, forces in eV/Å.